Model 1:
Density functional theory data (ωB97M-V/def2-TZVPD) for 2 unconnected molecules or ions with the total composition C2H9N4.

Geometry as XYZ:
```
15
Properties=species:S:1:pos:R:3
C -1.59 -0.71 0.83
C 0.29 -1.78 0.22
N 1.85 -0.18 0.22
N 1.59 -1.36 0.29
N -0.54 -0.69 0.17
N 0.17 1.78 -0.85
H -1.88 -1.46 1.51
H -2.29 0.17 0.88
H -0.06 0.73 -0.49
H 0.13 -2.38 -0.82
H 0.07 -2.61 0.84
H 2.85 -0.16 0.39
H -0.39 2.43 -0.33
H 1.14 1.85 -0.35
H -0.02 2.00 -1.90
```

Net charge ... +1
Kohn-Sham gap ... 10.00 eV
LUMO energy ... -3.340 eV
2S+1 ... 1

Atomic partial charges in e from the Mulliken method, atoms 1 to 6: -0.261, -0.502, -0.133, -0.437, -0.406, -0.539

Model 2:
Density functional theory data (ωB97M-V/def2-TZVPD) for 2 unconnected molecules or ions with the total composition C2H9N4.

Geometry as XYZ:
```
15
Properties=species:S:1:pos:R:3
C 1.97 -0.23 0.49
C -1.49 0.79 0.67
N 1.24 -1.01 -0.23
N 1.67 1.07 0.73
N -1.33 -0.05 -0.47
N -0.41 0.21 -1.25
H 2.83 -0.65 0.97
H -2.25 0.38 1.44
H -0.53 0.99 1.21
H -1.92 1.81 0.34
H 2.07 1.65 1.48
H 0.86 1.38 0.26
H -2.02 -0.69 -0.83
H 1.64 -1.94 -0.53
H -0.55 -0.32 -2.13
```

Net charge ... +1
Kohn-Sham gap (alpha / beta) ... 8.50 / 8.51 eV
LUMO energy (alpha / beta) ... -5.196 / -5.194 eV
2S+1 ... 1

Atomic partial charges in e from the Mulliken method, atoms 1 to 6: -0.030, -0.624, -0.423, -0.381, 0.484, -0.550

Need the numbers? Relative energies in kcal/mol: model 1 3.3; model 2 0.0.

Model 1:
Density functional theory data (ωB97M-V/def2-TZVPD) for a single C4H6ClPS molecule.

Geometry as XYZ:
```
13
Properties=species:S:1:pos:R:3
C -1.99 -1.00 -1.73
C -1.48 -0.27 -0.94
C -0.73 0.70 -0.08
C 0.06 0.07 1.01
P 1.78 -0.08 0.38
S 2.49 1.59 -0.35
Cl 2.93 -1.05 1.79
H -2.68 -1.64 -2.38
H -0.12 1.38 -0.62
H -1.73 1.35 0.25
H 0.11 0.84 1.86
H -0.18 -0.85 1.48
H 1.54 -1.04 -0.67
```

Kohn-Sham gap ... 9.52 eV
LUMO energy ... 0.357 eV
2S+1 ... 1

Atomic partial charges in e from the Mulliken method, atoms 1 to 6: 0.115, -0.452, -0.696, -0.585, 0.412, -0.387

Model 2:
Density functional theory data (ωB97M-V/def2-TZVPD) for a single C4H6ClPS molecule.

Geometry as XYZ:
```
13
Properties=species:S:1:pos:R:3
C 2.97 -0.35 -0.70
C 1.78 -0.17 -0.68
C 0.40 0.31 -0.79
C -0.21 0.12 0.65
P -2.00 0.11 0.62
S -2.90 1.67 -0.18
Cl -2.33 -1.58 -0.39
H 4.00 -0.70 -0.62
H 0.30 1.35 -1.22
H -0.09 -0.52 -1.42
H -0.05 -0.78 1.24
H 0.22 0.80 1.48
H -2.11 -0.26 2.01
```

Kohn-Sham gap ... 9.65 eV
LUMO energy ... 0.490 eV
2S+1 ... 1

Atomic partial charges in e from the Mulliken method, atoms 1 to 6: -0.014, -0.697, -0.197, -0.821, 0.393, -0.373

Need the numbers? Relative energies in kcal/mol: model 1 2.2; model 2 0.0.

Model 1:
Density functional theory data (ωB97M-V/def2-TZVPD) for a molecular structure, C43H45N5O2PbS3.

Geometry as XYZ:
```
99
Properties=species:S:1:pos:R:3
Pb -0.50 0.24 -0.21
O 2.12 -5.22 -4.12
C 2.84 -4.44 -3.47
O 4.06 -4.35 -3.21
C 2.03 -3.30 -2.81
C 0.64 -3.33 -2.76
C -0.05 -2.29 -2.20
N 0.60 -1.21 -1.66
C 1.94 -1.15 -1.77
C 2.67 -2.16 -2.34
C 2.58 0.09 -1.29
C 3.93 0.33 -1.51
C 4.48 1.54 -1.18
C 3.67 2.50 -0.60
C 2.36 2.19 -0.37
N 1.80 1.01 -0.71
C -1.53 -2.25 -2.19
C -2.33 -3.14 -2.90
C -3.70 -3.00 -2.83
C -4.25 -1.99 -2.06
C -3.39 -1.14 -1.39
N -2.06 -1.27 -1.47
H 0.15 -4.21 -3.16
H 3.74 -2.15 -2.43
H 4.55 -0.43 -1.97
H 5.53 1.73 -1.36
H 4.05 3.49 -0.34
H 1.73 2.92 0.09
H -1.88 -3.91 -3.52
H -4.34 -3.68 -3.39
H -5.32 -1.85 -1.98
H -3.76 -0.32 -0.79
C 4.81 -1.90 2.17
C 3.88 -2.91 1.49
S 2.13 -2.51 1.39
C 1.59 -2.59 3.10
C 1.77 -1.34 3.98
S 1.40 0.25 3.17
C 2.87 1.27 3.53
C 4.23 0.58 3.40
S 4.54 -0.15 1.78
H 5.83 -2.13 1.88
H 4.76 -2.00 3.26
H 3.98 -3.88 1.98
H 4.16 -3.06 0.44
H 2.08 -3.43 3.59
H 0.53 -2.83 3.03
H 2.79 -1.26 4.35
H 1.13 -1.44 4.85
H 2.77 1.68 4.54
H 2.79 2.09 2.82
H 4.36 -0.19 4.15
H 4.99 1.33 3.58
N -0.15 2.52 1.05
C -1.39 2.99 1.56
C -1.48 3.45 2.87
C -2.68 3.91 3.38
C -3.82 3.88 2.58
C -3.72 3.42 1.28
C -2.51 2.99 0.73
C -2.45 2.67 -0.74
C -3.21 3.43 -1.64
C -3.23 3.16 -3.00
C -2.46 2.13 -3.53
C -1.68 1.37 -2.68
C -1.69 1.65 -1.31
H 0.60 2.72 1.69
H 0.04 2.92 0.14
H -0.58 3.48 3.47
H -2.72 4.31 4.38
H -4.76 4.24 2.96
H -4.61 3.41 0.66
H -3.78 4.26 -1.26
H -3.84 3.77 -3.65
H -2.44 1.94 -4.59
H -1.06 0.58 -3.09
C -1.68 1.82 5.02
N -2.51 0.81 4.27
C -3.97 1.13 4.34
C -2.01 0.64 2.85
C -1.99 -0.81 2.38
C -2.68 -1.85 3.02
C -2.54 -3.18 2.64
C -1.67 -3.51 1.61
C -1.01 -2.50 0.93
C -1.20 -1.18 1.30
H -2.05 1.88 6.04
H -1.79 2.78 4.52
H -0.64 1.50 5.00
H -2.37 -0.09 4.72
H -4.12 2.12 3.91
H -4.29 1.12 5.37
H -4.53 0.40 3.76
H -1.00 1.03 2.83
H -2.64 1.28 2.21
H -3.38 -1.64 3.83
H -3.09 -3.95 3.16
H -1.50 -4.54 1.34
H -0.33 -2.77 0.14
```

Net charge ... +2
Kohn-Sham gap ... 5.86 eV
LUMO energy ... -5.889 eV
2S+1 ... 1

Atomic partial charges in e from the Mulliken method, atoms 1 to 6: 1.794, -0.695, 0.322, -0.703, -1.166, -1.263

Model 2:
Density functional theory data (ωB97M-V/def2-TZVPD) for a molecular structure, C43H45N5O2PbS3.

Geometry as XYZ:
```
99
Properties=species:S:1:pos:R:3
Pb -0.24 -0.36 -0.03
O 4.57 5.84 2.87
C 3.76 6.46 2.30
O 2.95 7.07 1.74
C 2.13 4.04 1.95
C 2.60 2.87 2.47
C 1.88 1.71 2.14
N 0.81 1.77 1.33
C 0.35 2.95 0.89
C 1.00 4.15 1.22
C -0.91 3.00 0.10
C -1.27 4.13 -0.62
C -2.50 4.15 -1.26
C -3.33 3.04 -1.17
C -2.87 1.94 -0.46
N -1.69 1.92 0.15
C 2.31 0.45 2.80
C 3.66 0.22 3.08
C 4.02 -0.92 3.77
C 3.03 -1.80 4.17
C 1.72 -1.51 3.82
N 1.36 -0.41 3.16
H 3.45 2.81 3.13
H 0.59 5.10 0.91
H -0.61 4.98 -0.69
H -2.81 5.03 -1.81
H -4.31 3.04 -1.63
H -3.48 1.05 -0.38
H 4.42 0.92 2.74
H 5.06 -1.11 4.01
H 3.26 -2.69 4.74
H 0.91 -2.18 4.09
C -1.46 0.39 -5.48
C -0.91 1.65 -4.80
S -0.32 1.48 -3.07
C 1.49 1.39 -3.28
C 2.02 0.17 -4.01
S 1.46 -1.43 -3.32
C 1.17 -2.43 -4.82
C -0.16 -2.19 -5.51
S -0.26 -0.60 -6.42
H -2.19 0.71 -6.23
H -1.96 -0.25 -4.76
H -1.72 2.37 -4.72
H -0.10 2.10 -5.38
H 1.87 1.43 -2.25
H 1.80 2.28 -3.81
H 3.11 0.18 -3.98
H 1.71 0.18 -5.05
H 1.21 -3.46 -4.46
H 2.01 -2.27 -5.50
H -0.98 -2.22 -4.79
H -0.31 -2.96 -6.26
N -1.47 -0.50 2.04
C -2.57 -1.32 2.48
C -2.82 -1.30 3.86
C -3.92 -1.93 4.41
C -4.78 -2.60 3.56
C -4.51 -2.66 2.21
C -3.39 -2.05 1.61
C -3.20 -2.17 0.13
C -4.04 -3.04 -0.59
C -4.04 -3.13 -1.97
C -3.15 -2.36 -2.70
C -2.24 -1.58 -2.02
C -2.22 -1.50 -0.63
H -1.83 0.45 1.88
H -0.77 -0.41 2.77
H -2.15 -0.74 4.50
H -4.11 -1.86 5.47
H -5.68 -3.07 3.94
H -5.23 -3.18 1.60
H -4.75 -3.67 -0.07
H -4.75 -3.78 -2.46
H -3.18 -2.38 -3.79
H -1.49 -1.01 -2.57
C -1.56 -5.36 1.45
N -0.31 -5.19 0.66
C -0.33 -6.05 -0.56
C -0.10 -3.75 0.31
C 1.35 -3.31 0.21
C 2.42 -4.19 0.16
C 3.72 -3.70 0.06
C 3.94 -2.34 0.00
C 2.85 -1.47 0.02
C 1.56 -1.93 0.15
H -1.73 -6.41 1.66
H -2.39 -4.97 0.87
H -1.49 -4.81 2.38
H 0.49 -5.48 1.23
H -1.21 -5.81 -1.15
H -0.36 -7.10 -0.28
H 0.56 -5.86 -1.15
H -0.59 -3.14 1.06
H -0.62 -3.57 -0.64
H 2.29 -5.27 0.18
H 4.55 -4.39 0.02
H 4.95 -1.95 -0.08
H 3.04 -0.40 -0.07
```

Net charge ... +2
Kohn-Sham gap (alpha / beta) ... 6.89 / 5.85 eV
LUMO energy (alpha / beta) ... -5.449 / -6.615 eV
2S+1 ... 1

Atomic partial charges in e from the Mulliken method, atoms 1 to 6: 0.842, -0.390, 0.855, -0.392, -0.968, -1.086

Need the numbers? Relative energies in kcal/mol: model 1 13.0; model 2 0.0.

Model 1:
Density functional theory data (ωB97M-V/def2-TZVPD) for 2 unconnected molecules or ions with the total composition C5H11OP.

Geometry as XYZ:
```
18
Properties=species:S:1:pos:R:3
C -0.36 1.04 1.96
C -0.03 -1.85 1.08
C 1.34 1.14 -1.52
C -1.33 0.17 -1.29
C 0.72 -0.81 0.34
O -1.12 0.41 2.62
P 0.41 -0.45 -1.36
H -0.15 2.11 2.09
H -0.61 -2.49 0.42
H 0.61 -2.46 1.71
H -0.76 -1.36 1.76
H 1.20 1.55 -2.52
H 2.39 0.94 -1.37
H 0.99 1.85 -0.77
H -1.62 0.56 -2.26
H -1.42 0.94 -0.52
H -1.99 -0.66 -1.04
H 1.74 -0.62 0.67
```

Kohn-Sham gap (alpha / beta) ... 8.24 / 7.39 eV
LUMO energy (alpha / beta) ... 0.336 / 0.280 eV
2S+1 ... 1

Atomic partial charges in e from the Mulliken method, atoms 1 to 6: 0.003, -0.909, -0.976, -0.974, -0.207, -0.408

Model 2:
Density functional theory data (ωB97M-V/def2-TZVPD) for a single C5H11OP molecule.

Geometry as XYZ:
```
18
Properties=species:S:1:pos:R:3
C 2.49 -0.18 -0.45
C 1.66 -0.84 0.73
C -1.17 0.09 0.08
C -1.57 0.98 1.13
C -1.87 0.23 -1.23
O 2.71 1.04 -0.20
P -0.05 -1.24 0.36
H 3.32 -0.84 -0.61
H 1.80 -0.47 -1.40
H 2.28 -1.69 1.16
H 1.57 -0.18 1.60
H -2.68 0.93 1.34
H -1.46 2.07 0.89
H -0.97 1.00 2.00
H -2.83 -0.22 -1.16
H -1.25 -0.18 -1.91
H -1.98 1.26 -1.41
H 0.01 -1.77 -0.92
```

Kohn-Sham gap (alpha / beta) ... 5.50 / 8.82 eV
LUMO energy (alpha / beta) ... -1.627 / -0.175 eV
2S+1 ... 1

Atomic partial charges in e from the Mulliken method, atoms 1 to 6: -0.052, -0.540, 0.715, -1.298, -1.533, -0.481

Need the numbers? Relative energies in kcal/mol: model 1 0.0; model 2 36.5.

Model 1:
Density functional theory data (ωB97M-V/def2-TZVPD) for a gas-phase ion, CH5N2S (charge +1).

Geometry as XYZ:
```
9
Properties=species:S:1:pos:R:3
N 1.46 0.06 0.27
C 0.49 0.04 -0.59
N -0.85 0.02 -0.48
S -2.39 -0.17 0.68
H 1.17 0.20 1.27
H 2.38 -0.17 0.00
H 0.87 0.29 -1.67
H -1.25 0.10 -1.34
H -1.86 -0.38 1.86
```

Net charge ... +1
Kohn-Sham gap ... 9.45 eV
LUMO energy ... -5.032 eV
2S+1 ... 1

Atomic partial charges in e from the Mulliken method, atoms 1 to 6: -0.274, 0.322, -0.364, 0.094, 0.250, 0.260

Model 2:
Density functional theory data (ωB97M-V/def2-TZVPD) for 2 unconnected molecules or ions with the total composition CH5N2S.

Geometry as XYZ:
```
9
Properties=species:S:1:pos:R:3
C 1.17 -0.58 0.40
N 1.70 -0.72 -0.82
N -0.72 0.64 -0.21
S 2.48 0.51 0.19
H 0.52 -0.97 1.14
H 1.91 -1.75 -0.92
H -1.06 0.94 0.68
H -1.30 -0.08 -0.81
H -0.39 1.43 -0.77
```

Net charge ... +1
Kohn-Sham gap ... 9.13 eV
LUMO energy ... -5.633 eV
2S+1 ... 1

Atomic partial charges in e from the Mulliken method, atoms 1 to 6: 0.175, -0.279, -0.741, 0.136, 0.448, 0.320

Need the numbers? Relative energies in kcal/mol: model 1 0.0; model 2 48.7.

Model 1:
Density functional theory data (ωB97M-V/def2-TZVPD) for a molecular structure, C33H34N6O2SSc.

Geometry as XYZ:
```
77
Properties=species:S:1:pos:R:3
Sc 0.24 -0.34 -0.95
O -1.62 -1.00 -0.52
C -2.74 -0.91 -1.19
C -3.63 -2.01 -1.23
C -4.81 -1.95 -1.92
C -5.20 -0.78 -2.58
C -4.37 0.32 -2.52
C -3.14 0.26 -1.86
C -2.33 1.46 -1.81
N -1.09 1.51 -1.49
C -0.48 2.82 -1.33
C 0.27 2.80 -0.02
N 1.19 1.67 -0.09
C 2.43 1.90 0.14
C 3.51 0.96 -0.01
C 4.72 1.21 0.63
C 5.79 0.35 0.52
C 5.66 -0.78 -0.31
C 4.49 -1.03 -0.99
C 3.36 -0.17 -0.86
O 2.28 -0.41 -1.52
H -3.32 -2.91 -0.71
H -5.46 -2.82 -1.95
H -6.14 -0.73 -3.11
H -4.65 1.25 -3.01
H -2.85 2.39 -2.04
H -1.23 3.62 -1.34
H 0.22 2.99 -2.16
H -0.42 2.64 0.82
H 0.81 3.74 0.14
H 2.72 2.91 0.48
H 4.80 2.09 1.26
H 6.72 0.54 1.04
H 6.49 -1.46 -0.42
H 4.39 -1.89 -1.64
C -0.84 -5.46 -4.63
C -1.85 -4.40 -4.21
N -1.32 -3.05 -4.29
C -0.59 -2.48 -3.30
S -0.24 -0.79 -3.48
N -0.21 -3.29 -2.33
N 0.40 -2.66 -1.29
C 0.97 -3.39 -0.41
C 1.07 -4.89 -0.48
C 1.53 -2.68 0.77
C 2.36 -3.33 1.67
C 2.84 -2.64 2.77
C 2.46 -1.32 2.95
C 1.64 -0.74 2.00
N 1.18 -1.40 0.94
H -1.28 -6.45 -4.55
H -0.53 -5.30 -5.67
H 0.03 -5.40 -3.99
H -2.73 -4.43 -4.86
H -2.19 -4.58 -3.19
H -1.70 -2.40 -4.95
H 0.44 -5.24 -1.29
H 2.10 -5.20 -0.67
H 0.75 -5.34 0.46
H 2.63 -4.36 1.51
H 3.49 -3.13 3.48
H 2.79 -0.74 3.81
H 1.31 0.29 2.11
C -1.43 1.43 2.60
C -1.33 1.60 3.97
C -2.33 2.28 4.75
C -2.20 2.48 6.10
C -1.08 2.04 6.82
C -0.10 1.36 6.10
C -0.21 1.14 4.75
H -0.69 0.86 2.04
H -2.34 1.71 2.07
H -3.21 2.64 4.23
H -2.99 3.01 6.63
H -0.99 2.20 7.89
H 0.78 0.98 6.63
H 0.58 0.59 4.23
```

Net charge ... -1
Kohn-Sham gap ... 4.03 eV
LUMO energy ... 2.171 eV
2S+1 ... 1

Atomic partial charges in e from the Mulliken method, atoms 1 to 6: 0.028, -0.376, 0.368, -0.500, -0.522, -0.777

Model 2:
Density functional theory data (ωB97M-V/def2-TZVPD) for a molecular structure, C33H34N6O2SSc.

Geometry as XYZ:
```
77
Properties=species:S:1:pos:R:3
Sc 0.38 -0.01 0.02
O 2.09 0.95 0.60
C 2.60 2.04 1.06
C 3.92 2.07 1.56
C 4.48 3.24 2.04
C 3.76 4.45 2.04
C 2.47 4.43 1.55
C 1.88 3.26 1.07
C 0.51 3.31 0.58
N -0.22 2.30 0.31
C -1.54 2.52 -0.26
C -1.61 1.64 -1.51
N -1.37 0.26 -1.17
C -2.57 -0.53 -1.01
C -3.05 -0.80 0.41
C -4.41 -0.99 0.66
C -4.90 -1.38 1.90
C -3.99 -1.60 2.93
C -2.64 -1.40 2.72
C -2.15 -0.97 1.48
O -0.85 -0.73 1.35
H 4.48 1.15 1.55
H 5.50 3.23 2.41
H 4.20 5.36 2.41
H 1.88 5.35 1.52
H 0.09 4.32 0.45
H -1.72 3.59 -0.47
H -2.29 2.17 0.45
H -0.85 2.00 -2.21
H -2.59 1.80 -1.99
H -3.41 -0.04 -1.53
H -5.11 -0.84 -0.16
H -5.96 -1.52 2.06
H -4.34 -1.93 3.91
H -1.91 -1.54 3.51
C 2.03 -0.89 -6.02
C 0.68 -0.71 -5.34
N 0.50 -1.55 -4.18
C 0.95 -1.27 -2.92
S 1.59 0.28 -2.56
N 0.90 -2.34 -2.13
N 1.18 -2.06 -0.82
C 1.59 -3.04 -0.10
C 1.82 -4.42 -0.61
C 1.86 -2.75 1.34
C 2.32 -3.72 2.22
C 2.57 -3.37 3.53
C 2.37 -2.06 3.93
C 1.92 -1.15 2.98
N 1.67 -1.49 1.73
H 2.12 -0.25 -6.90
H 2.83 -0.64 -5.32
H 2.18 -1.93 -6.35
H 0.56 0.32 -5.01
H -0.13 -0.93 -6.04
H 0.27 -2.53 -4.31
H 1.48 -4.50 -1.64
H 2.89 -4.67 -0.57
H 1.29 -5.16 0.00
H 2.48 -4.74 1.88
H 2.93 -4.11 4.24
H 2.56 -1.74 4.95
H 1.74 -0.11 3.23
C -2.35 -1.90 -1.72
C -3.59 -2.74 -1.84
C -3.89 -3.74 -0.92
C -5.07 -4.48 -1.01
C -5.98 -4.22 -2.03
C -5.69 -3.23 -2.96
C -4.51 -2.50 -2.86
H -1.94 -1.68 -2.70
H -1.58 -2.44 -1.17
H -3.19 -3.93 -0.11
H -5.28 -5.24 -0.27
H -6.90 -4.78 -2.09
H -6.39 -3.02 -3.76
H -4.29 -1.72 -3.59
```

Net charge ... -1
Kohn-Sham gap ... 6.61 eV
LUMO energy ... 2.631 eV
2S+1 ... 1

Atomic partial charges in e from the Mulliken method, atoms 1 to 6: -0.452, -0.139, -0.062, -0.668, -0.421, -0.786

Need the numbers? Relative energies in kcal/mol: model 1 31.2; model 2 0.0.